[1]
Computed, not measured: a cluster of 10 separate species, C29H78O10 in total in a non-equilibrium geometry, with ωB97M-V/def2-TZVPD.

Geometry as XYZ:
```
117
Properties=species:S:1:pos:R:3:forces:R:3
C 9.006 18.449 12.011 -0.168 -0.423 0.207
C 9.920 17.230 12.354 -1.244 1.463 0.184
O 9.486 16.013 11.827 -0.754 -1.124 -0.646
H 9.413 19.425 12.339 0.145 -0.629 -0.086
H 8.054 18.338 12.569 0.250 0.051 -0.630
H 8.847 18.518 10.904 -0.044 -0.200 0.980
H 10.084 17.126 13.429 -0.236 0.240 0.164
H 10.855 17.429 11.913 1.398 0.102 -0.535
H 8.527 15.943 11.658 0.645 0.489 0.363
C 15.227 10.356 7.422 1.541 0.194 -0.254
C 14.082 11.218 7.718 -3.408 -0.094 -0.251
C 13.408 11.785 6.461 1.594 -1.158 -0.639
O 13.041 10.452 8.494 0.291 0.948 -1.246
H 16.150 10.914 7.140 -0.651 -0.277 0.381
H 15.021 9.682 6.610 -0.270 -0.342 -0.427
H 15.392 9.761 8.294 0.745 -0.488 0.590
H 14.236 12.039 8.351 1.017 1.106 1.032
H 12.407 12.164 6.632 -0.013 0.025 -0.070
H 13.474 10.973 5.693 -0.768 0.644 0.463
H 14.102 12.548 6.066 -0.553 0.094 0.182
H 13.468 9.675 8.829 0.493 -1.040 0.305
C 13.881 8.293 14.631 2.225 1.585 -1.102
C 13.611 9.632 13.918 -0.909 0.204 1.510
C 14.618 10.753 14.192 -0.857 -0.176 0.716
O 13.557 9.350 12.554 -0.519 0.628 -1.351
H 14.869 7.959 14.207 -1.013 -0.250 0.326
H 13.081 7.617 14.437 -0.406 -0.657 -0.014
H 14.068 8.478 15.675 -0.272 -0.125 0.567
H 12.612 9.971 14.291 0.352 -0.042 -0.413
H 14.498 11.576 13.489 -0.173 0.018 -0.112
H 15.588 10.335 14.051 0.984 -0.085 0.079
H 14.489 11.166 15.215 0.246 -0.338 -0.511
H 13.264 10.174 12.097 0.075 -0.341 0.223
C 13.464 16.380 17.163 -0.235 -1.730 -0.499
C 13.053 16.113 15.741 1.717 0.918 -1.489
C 13.646 14.780 15.331 -0.625 0.180 -0.425
O 11.660 16.092 15.617 -0.917 0.302 1.051
H 14.513 16.386 17.309 1.298 -0.186 -0.366
H 13.098 15.597 17.803 -0.429 -0.353 0.373
H 13.160 17.287 17.516 -1.267 2.510 0.904
H 13.495 16.963 15.105 -0.579 -1.066 0.557
H 14.684 14.808 15.093 1.061 0.133 0.461
H 13.228 14.391 14.427 -0.685 -0.044 -0.709
H 13.389 14.075 16.097 0.249 -0.594 0.493
H 11.342 15.907 14.734 0.417 -0.125 -0.324
C 10.241 11.059 11.026 0.678 -0.061 0.870
C 11.283 12.165 11.199 0.669 0.488 0.140
C 11.374 12.742 12.637 0.376 -0.277 -0.609
O 12.592 11.696 10.930 0.695 0.120 1.733
H 9.294 11.594 10.933 -0.261 -0.793 -0.188
H 10.275 10.433 11.925 -0.426 0.246 0.275
H 10.465 10.286 10.264 -0.242 1.077 -0.320
H 11.132 12.961 10.474 -0.506 0.301 -0.058
H 10.514 13.365 12.910 0.249 -0.060 -0.071
H 12.355 13.274 12.800 -1.174 -0.356 -0.429
H 11.396 11.847 13.254 -0.038 0.037 0.531
H 12.544 11.102 10.205 0.147 -0.764 -1.782
C 8.967 9.654 7.774 -1.359 1.984 -1.444
C 7.750 8.924 8.276 1.119 -1.491 0.839
C 8.030 8.294 9.696 -2.458 -0.634 -1.131
O 6.692 9.836 8.285 -0.776 0.274 0.630
H 9.887 9.147 7.792 1.154 -0.849 0.101
H 9.042 10.594 8.358 0.204 -0.436 -0.304
H 8.743 9.952 6.685 0.541 -0.293 1.352
H 7.513 8.126 7.562 -0.009 -0.248 0.198
H 8.333 9.054 10.375 0.673 0.575 0.573
H 8.711 7.446 9.613 0.334 0.364 -0.007
H 7.092 7.849 10.152 0.796 0.570 -0.718
H 6.834 10.398 7.522 -0.223 0.231 -0.126
C 9.449 12.783 16.238 0.563 1.564 -1.251
C 8.931 11.678 17.022 -0.799 -2.933 0.779
C 9.726 11.398 18.351 -2.017 -0.051 -0.753
O 7.517 11.883 17.229 0.568 0.125 0.657
H 10.455 12.642 15.812 -0.522 -0.296 -0.272
H 9.617 13.569 16.933 -0.006 1.334 0.527
H 8.667 13.122 15.510 1.031 -0.378 0.316
H 8.942 10.760 16.401 0.119 0.364 0.424
H 9.791 12.318 18.902 0.132 0.566 0.380
H 10.703 11.083 18.088 1.038 -0.387 -0.111
H 9.234 10.650 19.011 0.266 0.352 -0.686
H 7.458 12.642 17.826 -0.267 -0.098 -0.088
C 8.277 8.251 13.610 0.629 0.329 0.976
C 7.635 7.599 14.844 -0.852 1.425 0.368
C 8.239 7.882 16.265 -0.326 1.037 -1.582
O 6.199 7.925 14.845 1.426 1.533 0.418
H 8.189 9.331 13.638 -0.203 0.406 0.102
H 7.774 7.907 12.719 -0.014 -0.210 -0.238
H 9.361 8.070 13.558 -0.295 -0.280 -0.073
H 7.656 6.571 14.630 -0.018 -1.611 0.152
H 9.252 7.477 16.294 -0.052 0.007 0.284
H 7.577 7.431 17.002 0.216 -0.078 0.048
H 8.282 8.997 16.450 -0.078 -1.258 -0.160
H 6.218 8.905 15.030 -0.468 -1.423 -0.275
C 12.270 7.248 10.113 0.796 -0.842 -0.176
C 13.794 6.928 10.456 -0.960 0.415 -1.359
C 14.331 5.839 9.529 -0.438 0.055 -0.176
O 14.615 8.107 10.228 -1.283 0.185 0.554
H 11.523 6.410 10.230 1.021 0.702 0.259
H 12.193 7.559 9.079 0.192 -0.060 -0.524
H 11.962 8.117 10.662 -0.316 0.275 0.725
H 13.837 6.636 11.501 0.250 -0.050 0.198
H 13.746 4.936 9.648 0.015 -0.429 0.437
H 15.391 5.623 9.632 0.039 0.045 0.349
H 14.164 6.063 8.476 0.041 0.563 -0.047
H 14.266 8.791 10.852 0.671 -0.871 -0.273
C 8.538 14.691 8.357 -1.891 0.559 -0.087
C 7.212 14.104 8.807 -0.846 -0.731 -1.337
C 7.062 13.603 10.191 -0.088 0.302 1.774
O 6.167 15.081 8.496 2.611 0.285 -0.464
H 8.870 15.442 9.040 0.365 0.592 0.452
H 8.262 15.153 7.411 0.550 0.141 -0.182
H 9.287 13.954 8.221 0.687 -0.782 -0.102
H 7.038 13.180 8.224 0.002 0.485 -0.532
H 6.888 14.487 10.852 -0.080 -0.728 -0.144
H 7.983 13.109 10.561 -0.579 0.097 -0.293
H 6.198 12.890 10.228 0.751 0.643 0.336
H 5.326 14.776 8.752 -1.494 -0.846 0.598
```
Forces are in eV/Å.

## Properties
HOMO: -10.10 eV
Relative energy (zero: lowest compared OMol25 entry of this formula, charge and spin): 68.6 kcal/mol
Orbital gap: 10.63 eV
SMILES string: CC(C)O.CC(C)O.CC(C)O.CC(C)O.CC(C)O.CC(C)O.CC(C)O.CC(C)O.CC(C)O.CCO
E_tot: -1903.9955 Ha

***

[2]
Computed, not measured: a structure of composition C29H80Br3N9O9 in a non-equilibrium geometry, with ωB97M-V/def2-TZVPD.

Geometry as XYZ:
```
130
Properties=species:S:1:pos:R:3:forces:R:3
C -2.353 8.188 7.135 -1.428 -0.163 1.649
C -1.287 7.222 7.182 1.530 -2.555 -2.698
O -0.729 6.696 6.256 -0.362 0.628 0.768
N -0.858 6.730 8.518 -1.949 1.367 1.661
H -1.771 6.558 9.047 1.721 -0.036 -0.328
H -0.286 5.892 8.434 -0.262 -0.222 -0.125
C -0.017 7.854 9.151 0.234 -0.753 0.135
H -3.261 7.751 7.639 0.796 0.771 -0.146
H -2.629 8.446 6.157 -0.132 0.030 -1.477
H -1.988 9.085 7.591 -0.387 0.721 0.695
H -0.198 7.958 10.221 -0.044 -0.193 -0.213
H -0.220 8.777 8.627 -0.029 0.147 0.049
H 0.990 7.521 8.937 0.308 0.371 0.244
C 0.251 -0.902 -9.530 -0.538 -0.981 -2.641
C -0.679 -2.075 -9.961 -0.575 3.241 1.549
O -0.681 -3.214 -9.800 0.660 -1.933 -0.095
N -2.094 -1.471 -10.436 -0.113 -0.286 0.241
H -2.103 -0.464 -10.243 -0.148 -0.243 -0.370
H -2.072 -1.639 -11.438 -0.386 0.301 -0.433
C -3.309 -2.178 -9.808 1.556 -1.166 -0.205
H 0.573 -0.370 -10.476 -0.464 -0.259 1.103
H 1.130 -1.312 -9.093 0.586 -0.312 0.493
H -0.298 -0.257 -8.860 -0.059 0.237 0.104
H -3.207 -2.029 -8.748 0.008 0.100 0.492
H -3.147 -3.293 -9.992 -0.710 1.658 -0.082
H -4.235 -1.712 -10.132 0.124 -0.342 -0.456
C -7.409 -1.223 -4.022 0.093 -0.636 -0.938
C -7.534 0.172 -3.694 -0.083 3.043 0.941
O -7.256 1.192 -4.237 -0.068 -1.517 0.317
N -8.278 0.428 -2.286 -1.880 1.365 -0.647
H -9.318 0.442 -2.507 1.400 -0.118 0.182
H -8.138 -0.313 -1.646 0.178 -1.463 0.643
C -7.947 1.694 -1.519 1.730 0.104 -1.313
H -7.286 -1.196 -5.097 0.689 -0.390 -0.292
H -8.355 -1.725 -3.919 -0.472 -0.340 0.590
H -6.616 -1.758 -3.467 -0.235 0.228 -0.144
H -8.745 1.979 -0.876 -0.827 0.186 0.201
H -7.632 2.502 -2.227 -0.615 -0.798 0.578
H -7.090 1.434 -0.902 0.051 0.123 0.002
C -6.487 -5.109 2.358 -0.814 -1.267 0.725
C -7.161 -5.556 1.113 3.530 0.360 0.367
O -8.190 -5.424 0.630 -2.342 0.016 -0.802
N -6.019 -6.206 0.153 -1.636 -1.136 -0.954
H -6.569 -6.881 -0.442 0.746 0.353 0.885
H -5.716 -5.512 -0.560 -0.204 0.556 0.454
C -4.784 -6.757 0.754 0.736 -0.795 -1.280
H -6.235 -5.984 3.015 0.141 0.898 -0.689
H -7.120 -4.462 2.900 -1.193 0.389 0.682
H -5.689 -4.459 2.100 1.268 0.056 -0.339
H -4.849 -7.495 1.551 -0.881 -0.036 -0.141
H -4.277 -5.907 1.164 0.704 0.260 -0.111
H -4.252 -7.247 -0.106 -0.063 0.656 1.011
C -2.706 6.899 -1.246 -2.309 0.297 -2.421
C -3.519 7.284 -0.102 1.500 1.413 1.051
O -4.464 6.848 0.420 -1.198 -0.630 -0.091
N -2.820 8.475 0.711 -0.442 -0.751 -0.646
H -1.868 8.680 0.276 -0.667 0.170 0.624
H -3.487 9.257 0.680 0.519 -0.011 -0.279
C -2.682 8.037 2.141 1.348 -0.964 -1.207
H -2.780 7.696 -2.056 0.482 -0.675 1.153
H -3.240 6.042 -1.691 0.710 0.017 0.204
H -1.711 6.726 -0.925 1.123 -0.157 0.065
H -2.666 8.923 2.700 -0.770 0.915 1.271
H -1.656 7.691 2.211 0.186 -0.411 0.021
H -3.367 7.205 2.357 -0.028 0.950 0.215
C 1.625 5.706 -2.421 -0.910 0.571 -0.268
C 2.873 6.076 -1.791 3.038 1.003 0.486
O 3.853 5.429 -1.640 -0.550 0.142 0.303
N 3.073 7.662 -1.465 0.743 -1.818 0.296
H 2.964 8.039 -2.380 -0.007 0.982 -0.853
H 2.305 8.003 -0.877 -0.849 0.104 0.182
C 4.378 8.106 -0.792 -3.189 1.333 0.241
H 1.712 4.672 -2.776 -0.215 0.412 -0.003
H 1.401 6.464 -3.198 -0.005 -0.644 0.110
H 0.859 5.836 -1.662 -0.366 -0.186 0.047
H 4.297 7.716 0.207 0.803 -0.681 0.143
H 4.217 9.196 -0.641 0.362 -0.543 -0.380
H 5.186 7.921 -1.429 1.325 -0.618 -0.375
C -1.522 -3.246 -0.612 -0.148 -0.111 0.261
C -0.579 -2.839 -1.681 0.508 -0.701 -1.178
O 0.423 -3.388 -2.040 -1.180 1.177 0.049
N -1.087 -1.507 -2.339 0.148 -1.927 0.313
H -1.998 -1.444 -1.921 -0.724 0.698 -0.074
H -0.435 -0.761 -2.012 0.594 1.230 0.572
C -1.095 -1.353 -3.806 -0.816 -0.050 0.549
H -1.072 -3.992 0.028 0.343 0.137 0.262
H -2.473 -3.688 -0.944 0.213 0.329 -0.591
H -1.814 -2.341 -0.089 -0.024 -0.035 0.542
H -1.718 -2.116 -4.204 -0.473 -0.691 -0.547
H -0.099 -1.450 -4.113 1.387 -0.177 -0.589
H -1.459 -0.374 -4.110 0.031 0.050 0.443
C 8.438 -6.999 9.928 -0.169 1.401 1.660
C 8.367 -7.481 8.508 1.270 2.122 1.062
C 7.000 -7.711 8.151 -3.138 -2.179 0.034
O 6.313 -6.504 8.322 -0.723 0.526 -0.270
C 5.169 -6.469 9.222 -0.091 -1.320 -1.694
N 8.788 -6.393 7.538 0.074 0.871 0.722
H 9.634 -5.863 7.789 -0.186 -0.431 -0.023
H 8.899 -6.837 6.654 0.361 -0.135 -1.197
H 7.996 -5.724 7.479 0.263 -0.273 0.149
H 8.592 -7.899 10.513 0.346 0.164 0.462
H 7.480 -6.531 10.320 1.157 -0.606 -0.801
H 9.216 -6.213 10.152 -0.429 -1.167 -0.284
H 8.980 -8.325 8.370 0.931 -0.937 -0.440
H 6.583 -8.498 8.825 0.277 0.389 -0.476
H 6.934 -8.131 7.127 -0.380 0.392 0.183
H 4.308 -6.966 8.742 0.410 -0.220 0.187
H 4.871 -5.452 9.250 0.112 0.982 0.664
H 5.388 -6.965 10.164 0.032 0.328 0.183
C 6.957 -3.801 -4.278 -0.427 -0.550 0.367
C 5.452 -3.607 -4.182 0.630 1.319 1.508
C 4.914 -2.869 -2.923 2.311 -1.960 0.507
O 5.342 -1.560 -2.922 -0.578 1.130 0.461
C 4.727 -0.751 -1.825 2.029 -0.243 -0.865
N 5.053 -2.853 -5.373 -0.546 1.528 -0.658
H 5.246 -1.848 -5.163 0.195 -0.513 -0.549
H 5.565 -3.239 -6.168 0.131 0.596 -0.236
H 4.054 -2.927 -5.583 0.128 -0.015 0.149
H 7.373 -4.212 -3.357 -0.256 -0.238 -0.084
H 7.425 -2.831 -4.356 0.382 0.168 -0.580
H 7.136 -4.528 -5.098 0.430 0.735 0.345
H 4.941 -4.491 -4.326 -0.906 -2.270 0.396
H 5.404 -3.445 -2.078 -0.693 0.487 -0.547
H 3.866 -2.993 -2.833 -1.349 0.040 0.018
H 3.841 -0.280 -2.200 -0.443 0.333 -0.025
H 5.533 -0.053 -1.533 -0.698 -0.068 -0.335
H 4.539 -1.359 -0.956 -0.247 -0.491 0.159
Br -5.089 -3.066 -1.447 -0.083 -0.132 0.068
Br 0.813 0.840 -2.084 0.080 -0.019 -0.011
Br 0.527 8.350 0.258 -0.592 -0.118 0.051
```
Forces are in eV/Å.

## Properties
Net charge: +6
HOMO: -16.95 eV
Orbital gap: 7.55 eV
E_tot: -10042.7964 Ha